Entry 1:
Below is 3 unconnected molecules or ions with the total composition C4H12NO in a non-equilibrium geometry, with properties calculated with ωB97M-V/def2-TZVPD.

Each line ends with the Löwdin charge.
Geometry (Å):
C -2.64584 -1.18107 0.93369  -0.009
C -1.73874 -0.34184 0.15436  0.045
C -1.04682 -0.70622 -1.01495  -0.087
C -0.47470 0.18555 -1.90479  0.169
N 3.72379 0.02235 1.07800  0.500
H -3.17698 -0.48802 1.59069  0.105
H -3.46256 -1.75950 0.43014  0.147
H -1.51911 0.68540 0.47551  0.146
H -2.09363 -1.94586 1.53337  0.150
H -1.02923 -1.79794 -1.09894  0.145
H -0.26789 -0.19706 -2.89376  0.114
H -0.87352 1.20304 -1.87972  0.121
H 2.81836 0.54069 1.13497  0.119
H 4.02600 -0.31620 2.00051  0.162
H 4.40700 0.64920 0.63578  0.160
H 0.73221 1.16118 -0.63787  -0.026
H 1.27954 2.59726 -0.43761  0.086
O 1.34213 1.68903 -0.09939  -0.048

Atoms 1-6, force components in eV/Å:
C -0.876 0.522 0.466
C 0.242 0.657 -0.594
C 0.718 -0.901 0.360
C -3.592 -1.263 -0.070
N -0.213 2.817 1.772
H 0.143 -0.428 0.422

Values from the calculation:
Net charge = +2
Total energy = -7857.6493 eV
Gap between HOMO and LUMO (alpha / beta) = 9.18 / 6.78 eV
ΔE to the lowest compared entry with this formula, charge and spin = 60.06 kcal per mole
2S+1 = 2
F_max = 0.0741 Eh/bohr
Highest occupied orbital energy (alpha / beta) = -19.62 / -19.62 eV



Entry 2:
Below is 2 unconnected molecules or ions with the total composition C4H12NO2 in a non-equilibrium geometry, with properties calculated with ωB97M-V/def2-TZVPD.

Each line ends with the Löwdin charge.
Geometry (Å):
C -1.15037 0.63411 -0.26402  -0.437
O -1.08400 -0.32158 -1.22611  -0.328
C 0.15210 1.45413 -0.09815  -0.218
C 1.08487 0.97516 1.01396  -0.221
C 1.70099 -0.44351 0.82727  -0.318
N 1.21481 -1.22330 -0.27535  -0.013
H -1.40022 0.19589 0.72767  0.103
H -1.96526 1.36542 -0.44366  0.089
H -0.10065 2.48411 0.14443  0.082
H 0.64333 1.52326 -1.06597  0.099
H 0.49060 0.97032 1.92819  0.083
H 1.89213 1.70767 1.21454  0.088
H 2.78989 -0.37689 0.74560  0.085
H 1.55587 -0.96222 1.77061  0.077
H 0.22952 -1.04060 -0.50056  0.005
H 1.73564 -0.97173 -1.11239  0.056
H -2.26783 -1.24551 -1.17462  -0.025
H -2.49684 -2.75615 -1.02384  -0.016
O -3.02457 -1.96857 -1.18758  -0.191

Atoms 1-6, force components in eV/Å:
C -0.173 0.317 0.115
O -0.377 -0.131 -0.327
C 0.079 0.217 0.246
C 0.343 0.021 0.035
C 0.231 0.528 0.294
N 0.938 -0.652 -0.123

Values from the calculation:
Net charge = -1
Total energy = -9927.9236 eV
Gap between HOMO and LUMO = 7.73 eV
ΔE to the lowest compared entry with this formula, charge and spin = 6.93 kcal per mole
2S+1 = 1
F_max = 0.0223 Eh/bohr
Highest occupied orbital energy = -3.61 eV



Entry 3:
Below is 2 unconnected molecules or ions with the total composition C4H12NO2 in a non-equilibrium geometry, with properties calculated with ωB97M-V/def2-TZVPD.

Each line ends with the Löwdin charge.
Geometry (Å):
C -1.91802 -1.96643 -1.38574  -0.153
C -1.83914 -0.50745 -0.96055  -0.291
N -0.57296 -0.24340 -0.14433  -0.109
C 0.89873 -0.08694 -0.56887  -0.194
C 1.59962 0.49158 0.75374  -0.379
O 0.77444 1.58857 1.13233  -0.369
H -2.79163 -2.31661 -2.12706  0.104
H -1.94367 -2.59117 -0.60750  0.000
H -1.03671 -2.16354 -1.97703  0.046
H -1.64825 0.09260 -1.91674  0.095
H -2.86965 -0.17666 -0.54964  0.115
H -0.69477 0.65814 0.34673  0.059
H 0.91807 0.46337 -1.43156  0.045
H 1.21699 -1.11741 -0.90897  0.091
H 1.62931 -0.28290 1.58254  0.083
H 2.74328 0.51848 0.68144  0.089
H 1.61974 2.23542 3.30301  0.069
H 1.74203 2.44423 2.01199  -0.070
O 2.17259 2.96012 2.76618  -0.233

Atoms 1-6, force components in eV/Å:
C -1.297 1.368 -4.407
C 1.505 1.334 -1.849
N -1.410 0.336 1.309
C -1.698 -3.651 2.342
C -1.487 -0.282 0.056
O 2.376 -0.988 -0.355

Values from the calculation:
Net charge = -1
Total energy = -9925.6410 eV
Gap between HOMO and LUMO = 7.33 eV
ΔE to the lowest compared entry with this formula, charge and spin = 59.56 kcal per mole
2S+1 = 1
F_max = 0.0932 Eh/bohr
Highest occupied orbital energy = -3.58 eV



Entry 4:
Below is 2 unconnected molecules or ions with the total composition C4H12NO2 in a non-equilibrium geometry, with properties calculated with ωB97M-V/def2-TZVPD.

Each line ends with the Löwdin charge.
Geometry (Å):
C -1.02504 0.44556 -0.53261  -0.315
N -0.41407 -0.84118 -0.76201  -0.077
C 0.55224 -1.33803 0.29519  -0.499
O 0.07092 -2.39254 0.94882  -0.287
C -0.05528 1.62730 -0.49697  -0.263
C -0.83343 2.97551 -0.48548  -0.127
H -1.76015 0.66462 -1.32674  0.100
H -1.65552 0.47400 0.37841  0.112
H -1.11461 -1.56834 -0.78161  0.077
H 1.46334 -1.57768 -0.28713  0.083
H 0.78337 -0.43938 0.90074  0.080
H 0.74637 1.66914 -1.22409  0.098
H 0.45029 1.53939 0.47508  0.083
H -1.74053 2.87299 0.09873  0.056
H -0.24201 3.72240 0.03600  0.054
H -1.07309 3.23104 -1.51260  0.058
H 2.69861 -3.73483 1.18343  -0.016
H 1.21000 -3.34465 1.36712  -0.033
O 1.93860 -3.98531 1.72572  -0.183

Atoms 1-6, force components in eV/Å:
C -0.464 0.069 -0.654
N 0.401 0.208 -0.298
C -0.382 0.056 -0.749
O -0.068 -0.154 0.326
C -0.503 0.581 1.760
C 0.674 -1.105 0.159

Values from the calculation:
Net charge = -1
Total energy = -9927.7719 eV
Gap between HOMO and LUMO = 6.88 eV
ΔE to the lowest compared entry with this formula, charge and spin = 10.42 kcal per mole
2S+1 = 1
F_max = 0.0374 Eh/bohr
Highest occupied orbital energy = -3.22 eV



Q: The highest F_max belongs to which entry?
A: number 3



Repeat the first record exactly.
Below is 3 unconnected molecules or ions with the total composition C4H12NO in a non-equilibrium geometry, with properties calculated with ωB97M-V/def2-TZVPD.

Each line ends with the Löwdin charge.
Geometry (Å):
C -2.64584 -1.18107 0.93369  -0.009
C -1.73874 -0.34184 0.15436  0.045
C -1.04682 -0.70622 -1.01495  -0.087
C -0.47470 0.18555 -1.90479  0.169
N 3.72379 0.02235 1.07800  0.500
H -3.17698 -0.48802 1.59069  0.105
H -3.46256 -1.75950 0.43014  0.147
H -1.51911 0.68540 0.47551  0.146
H -2.09363 -1.94586 1.53337  0.150
H -1.02923 -1.79794 -1.09894  0.145
H -0.26789 -0.19706 -2.89376  0.114
H -0.87352 1.20304 -1.87972  0.121
H 2.81836 0.54069 1.13497  0.119
H 4.02600 -0.31620 2.00051  0.162
H 4.40700 0.64920 0.63578  0.160
H 0.73221 1.16118 -0.63787  -0.026
H 1.27954 2.59726 -0.43761  0.086
O 1.34213 1.68903 -0.09939  -0.048

Atoms 1-6, force components in eV/Å:
C -0.876 0.522 0.466
C 0.242 0.657 -0.594
C 0.718 -0.901 0.360
C -3.592 -1.263 -0.070
N -0.213 2.817 1.772
H 0.143 -0.428 0.422

Values from the calculation:
Net charge = +2
Total energy = -7857.6493 eV
Gap between HOMO and LUMO (alpha / beta) = 9.18 / 6.78 eV
ΔE to the lowest compared entry with this formula, charge and spin = 60.06 kcal per mole
2S+1 = 2
F_max = 0.0741 Eh/bohr
Highest occupied orbital energy (alpha / beta) = -19.62 / -19.62 eV



Q: Among the records above, which one has the highest ΔE to the lowest compared entry with this formula, charge and spin?
A: C4H12NO